Record 1
This record from the Open Molecules 2025 dataset describes C45H70BBr2Cl12N2O4 as an isolated structure in a non-equilibrium geometry. The level of theory is ωB97M-V/def2-TZVPD.

The HOMO energy is -10.31 eV. Its net charge is +1. The calculation puts the electronic energy at -12861.788925 a.u.

XYZ file:
```
136
C45H70BBr2Cl12N2O4 (ωB97M-V/def2-TZVPD)
C 2.930 1.928 3.460
C 1.848 1.378 3.271
C 0.379 0.960 2.833
C 0.434 0.660 1.292
O 0.996 1.621 0.378
C 0.378 1.703 -0.935
B 1.232 0.501 -1.699
N 2.298 -0.308 -1.061
O 0.989 0.237 -3.089
C 0.726 2.930 -1.854
Br -0.468 3.656 -3.285
C 1.949 3.612 -1.799
C 3.117 3.237 -0.819
Br 2.372 5.128 -3.011
N -1.080 1.394 -0.629
C -1.956 1.007 -1.820
C -2.643 -0.413 -1.751
C -3.169 -0.715 -3.257
C -1.924 -1.286 -4.076
C -1.220 -2.573 -3.714
C -0.035 -2.949 -4.558
C 0.462 -2.101 -5.704
C -0.275 -0.835 -6.042
C -1.464 -0.414 -5.236
C -1.876 2.595 -0.122
O -1.382 3.163 1.091
C -0.730 4.404 0.947
C -1.285 5.665 0.367
C -0.486 6.932 0.290
C 0.922 7.008 0.839
C 1.490 5.768 1.464
C 0.688 4.490 1.498
C -0.951 0.380 0.479
C -2.155 0.161 1.486
C -2.171 -1.317 2.139
C -2.240 -1.319 3.734
C -1.064 -2.300 4.262
C -0.466 -1.788 5.676
C 1.013 -2.342 5.884
C 2.117 -1.532 5.085
O 3.437 -2.096 5.205
C 4.356 -1.520 4.267
H 3.860 2.547 3.442
H -0.316 1.837 3.026
H 0.111 0.083 3.491
H 1.035 -0.302 1.205
H 2.393 -1.168 -1.628
H 3.226 0.130 -1.096
H 1.851 0.090 -3.541
H 3.527 2.196 -0.973
H 2.804 3.301 0.275
H 3.988 3.957 -0.930
H -1.383 1.032 -2.807
H -2.801 1.754 -1.991
H -1.964 -1.279 -1.506
H -3.596 -0.449 -1.122
H -3.642 0.187 -3.743
H -3.977 -1.519 -3.203
H -1.593 -3.182 -2.833
H 0.525 -3.893 -4.300
H 1.371 -2.397 -6.303
H 0.067 -0.161 -6.873
H -2.012 0.552 -5.474
H -2.964 2.312 0.085
H -1.935 3.418 -0.899
H -2.342 5.631 -0.036
H -0.895 7.873 -0.178
H 1.558 7.932 0.806
H 2.515 5.742 1.924
H 1.151 3.586 1.978
H -0.731 -0.693 0.155
H -2.269 0.980 2.272
H -3.132 0.216 0.891
H -1.305 -1.961 1.757
H -3.108 -1.864 1.777
H -2.176 -0.284 4.180
H -3.213 -1.808 4.064
H -1.394 -3.379 4.294
H -0.169 -2.266 3.547
H -0.508 -0.646 5.645
H -1.157 -2.194 6.474
H 1.245 -2.208 6.991
H 1.110 -3.430 5.565
H 2.153 -0.460 5.487
H 1.859 -1.434 3.976
H 3.914 -0.714 3.608
H 5.270 -1.055 4.774
H 4.783 -2.312 3.560
Cl -3.468 -2.180 -7.104
C -3.304 -1.572 -8.770
C -2.577 -2.551 -9.666
Cl -0.854 -2.704 -9.238
H -2.794 -0.609 -8.730
H -4.315 -1.406 -9.146
H -2.616 -2.204 -10.701
H -3.026 -3.544 -9.623
Cl -3.249 -5.321 -4.911
C -3.215 -7.026 -4.394
C -2.360 -7.230 -3.162
Cl -0.627 -6.988 -3.497
H -2.861 -7.626 -5.233
H -4.246 -7.312 -4.181
H -2.472 -8.254 -2.801
H -2.647 -6.552 -2.358
Cl 3.027 -0.428 -6.380
C 3.928 -0.442 -7.919
C 3.684 -1.710 -8.708
Cl 4.409 -3.137 -7.926
H 4.985 -0.305 -7.693
H 3.588 0.422 -8.493
H 4.141 -1.624 -9.696
H 2.619 -1.902 -8.842
Cl 6.775 1.926 6.246
C 6.210 0.641 7.346
C 4.808 0.898 7.852
Cl 4.736 2.289 8.964
H 6.924 0.560 8.166
H 6.234 -0.292 6.780
H 4.451 0.030 8.408
H 4.114 1.085 7.031
Cl -3.609 4.915 -2.207
C -5.373 4.631 -2.198
C -5.760 3.405 -1.401
Cl -5.235 1.895 -2.186
H -5.706 4.559 -3.233
H -5.829 5.517 -1.754
H -6.846 3.351 -1.311
H -5.337 3.429 -0.396
Cl 1.030 -0.604 9.114
C 0.940 -1.197 10.792
C 0.907 -2.708 10.861
Cl -0.618 -3.377 10.228
H 0.061 -0.754 11.260
H 1.825 -0.821 11.308
H 0.988 -3.032 11.900
H 1.730 -3.154 10.301
```

Results of the Mulliken charge analysis, in e, for atoms 1 through 4: number 1, C, carries -0.42; number 2, C, carries -0.86; number 3, C, carries 1.73; number 4, C, carries 0.26



Record 2
This record from the Open Molecules 2025 dataset describes C45H70BF5N9OPSTi as an isolated structure in a non-equilibrium geometry. The level of theory is ωB97M-V/def2-TZVPD.

The HOMO energy (spin up / spin down) is -5.32 / -6.90 eV. As for the spin multiplicity: 3. Its net charge is 0. The expectation value of S² is 2.008. The calculation puts the electronic energy at -4438.140386 a.u.

XYZ file:
```
134
C45H70BF5N9OPSTi (ωB97M-V/def2-TZVPD)
Ti 0.177 -0.402 0.257
C 2.219 -1.236 -3.134
C 0.954 -2.068 -3.390
C -0.037 -1.355 -4.311
C 0.364 -2.607 -2.110
C 0.020 -3.959 -2.050
C -0.166 -4.275 -0.724
C -0.470 -5.692 -0.327
C 0.736 -6.404 0.286
C -1.706 -5.823 0.552
N 0.030 -3.132 -0.006
N 0.316 -2.108 -0.863
B 0.423 -2.962 1.488
N 1.764 -2.169 1.574
N 1.933 -1.005 0.880
C 3.190 -0.581 1.067
C 3.830 -1.468 1.932
C 2.914 -2.452 2.242
C 3.237 -3.538 3.224
C 3.128 -4.957 2.667
C 2.434 -3.382 4.517
C 3.874 0.598 0.429
C 2.977 1.396 -0.506
C 5.098 0.106 -0.355
N -0.634 -2.146 2.305
N -0.446 -0.797 2.264
C -0.969 -0.284 3.381
C -1.552 -1.301 4.130
C -1.314 -2.473 3.443
C -1.927 -3.755 3.936
C -3.163 -4.079 3.081
C -0.992 -4.945 4.150
C -0.770 1.100 3.904
C 0.720 1.410 3.776
C -1.649 2.124 3.200
H 2.989 -1.490 -3.860
H 2.600 -1.440 -2.131
H 2.004 -0.176 -3.226
H 1.265 -2.978 -3.924
H -0.398 -0.442 -3.852
H -0.880 -2.003 -4.537
H 0.465 -1.092 -5.239
H -0.063 -4.630 -2.883
H -0.685 -6.199 -1.275
H 0.933 -6.041 1.286
H 1.623 -6.240 -0.322
H 0.546 -7.474 0.342
H -1.509 -5.414 1.532
H -1.983 -6.868 0.661
H -2.541 -5.288 0.106
H 0.560 -4.016 1.978
H 4.839 -1.410 2.291
H 4.292 -3.370 3.474
H 2.125 -5.347 2.793
H 3.811 -5.616 3.197
H 3.382 -4.972 1.610
H 1.371 -3.455 4.317
H 2.628 -2.414 4.974
H 2.715 -4.160 5.223
H 4.230 1.250 1.241
H 2.777 0.821 -1.406
H 3.469 2.322 -0.794
H 2.023 1.641 -0.042
H 4.775 -0.555 -1.156
H 5.790 -0.435 0.283
H 5.621 0.953 -0.793
H -2.070 -1.196 5.066
H -2.300 -3.510 4.937
H -2.970 -3.897 2.029
H -3.992 -3.439 3.380
H -3.455 -5.118 3.215
H -0.470 -5.234 3.247
H -1.579 -5.793 4.498
H -0.258 -4.705 4.917
H -1.044 1.087 4.967
H 1.014 1.294 2.729
H 1.297 0.706 4.378
H 0.938 2.420 4.111
H -1.352 2.181 2.157
H -2.698 1.838 3.259
H -1.528 3.098 3.673
F -5.477 2.704 -1.749
C -4.236 2.184 -1.827
C -3.767 1.299 -0.863
F -4.563 0.916 0.150
C -2.469 0.835 -0.939
F -1.986 -0.046 0.015
C -1.566 1.236 -1.946
S 0.067 0.766 -1.876
C -2.095 2.075 -2.944
F -1.317 2.440 -3.980
C -3.387 2.558 -2.881
F -3.844 3.410 -3.817
O -0.039 2.350 0.414
P 0.249 3.798 0.262
N -1.164 4.667 0.127
C -1.246 6.057 -0.312
C -2.573 6.567 0.251
C -3.426 5.303 0.272
C -2.421 4.262 0.749
N 1.157 4.421 1.522
C 0.696 5.286 2.582
C 2.000 5.764 3.214
C 2.889 4.520 3.142
C 2.443 3.822 1.852
N 1.233 4.192 -1.029
C 2.062 5.392 -1.046
C 1.746 6.085 -2.367
C 1.512 4.893 -3.287
C 0.751 3.926 -2.386
H -1.270 6.099 -1.409
H -0.395 6.647 0.040
H -3.001 7.363 -0.355
H -2.435 6.936 1.269
H -3.785 5.073 -0.730
H -4.280 5.385 0.940
H -2.674 3.247 0.450
H -2.348 4.299 1.841
H 0.087 4.747 3.323
H 0.101 6.103 2.172
H 1.859 6.126 4.232
H 2.431 6.562 2.607
H 2.711 3.879 4.007
H 3.948 4.772 3.125
H 2.355 2.742 1.989
H 3.143 3.993 1.029
H 3.117 5.092 -1.041
H 1.882 6.020 -0.176
H 2.555 6.736 -2.694
H 0.834 6.675 -2.277
H 2.467 4.462 -3.586
H 0.940 5.142 -4.178
H 0.932 2.887 -2.659
H -0.325 4.115 -2.451
```

Results of the Mulliken charge analysis, in e, for atoms 1 through 4: number 1, Ti, carries 0.46; number 2, C, carries -1.13; number 3, C, carries 0.23; number 4, C, carries -1.49